Record 1
The following is a DFT calculation (wB97M-V/def2-TZVPD) of a gas-phase ion, C5H11N2 (charge +1).

```
18
Properties=species:S:1:pos:R:3
C -2.198 0.298 -0.478
C -0.432 -1.116 0.362
C -0.014 0.986 -0.905
C 0.603 -0.089 -0.141
C 2.048 -0.690 -0.193
N -1.752 -0.448 0.594
N 0.499 1.262 0.454
H -2.766 1.106 -0.277
H -2.541 -0.305 -1.366
H -0.547 -1.862 -0.399
H -0.123 -1.472 1.291
H 0.460 1.509 -1.737
H 2.017 -1.344 0.732
H 2.810 0.006 -0.042
H 2.282 -1.338 -1.062
H -1.461 0.172 1.448
H 1.309 1.821 0.601
H -0.196 1.503 1.121
```

HOMO ... -13.4898 eV
Total charge ... +1
ΔE to the lowest compared entry with this formula, charge and spin ... 3.902 eV
Orbital gap ... 0.3648 Eh

Record 2
The following is a DFT calculation (wB97M-V/def2-TZVPD) of a gas-phase ion, C5H11N2 (charge +1).

```
18
Properties=species:S:1:pos:R:3
C -1.807 0.679 -0.442
C -1.222 -0.555 -1.087
C 0.275 -0.333 -1.054
C 1.042 -0.777 -0.040
N 1.953 0.011 0.688
C 3.172 -0.328 0.801
N -1.402 0.824 1.003
H -2.895 0.737 -0.444
H -1.444 1.589 -0.918
H -1.629 -0.650 -2.093
H -1.495 -1.445 -0.512
H 0.576 0.413 -1.788
H 1.139 -1.850 0.169
H 3.531 -1.335 0.575
H 3.869 0.422 1.159
H -1.522 1.792 1.296
H -1.769 0.117 1.641
H -0.373 0.688 1.045
```

HOMO ... -12.6586 eV
Total charge ... +1
ΔE to the lowest compared entry with this formula, charge and spin ... 2.576 eV
Orbital gap ... 0.3317 Eh